[1]
# C4H6BrN2S

An isolated ion of composition C4H6BrN2S and charge +1 in a non-equilibrium geometry (the ωB97M-V functional and the def2-TZVPD basis, the OMol25 dataset).

```
14
Properties=species:S:1:pos:R:3:forces:R:3:mulliken_charge:R:1
C -0.754903 2.023040 -0.145883 0.1 0.1 1.5 -0.120
C 0.025391 1.781615 0.966499 -0.6 0.5 0.0 -0.098
C 0.036720 -0.055494 -0.280021 0.5 -2.3 -0.1 0.303
C 0.291377 -1.565329 -0.786528 -2.7 1.5 0.8 -0.488
N 0.484686 0.487855 0.865500 1.7 -2.3 0.2 -0.139
N -0.745291 0.846369 -0.848859 1.5 0.3 2.1 0.004
S 0.424629 -2.538049 0.837881 -0.4 -0.4 -1.4 -0.250
Br 0.356888 2.787549 2.492060 0.0 -0.1 -0.3 -0.039
H -1.452396 2.825496 -0.394485 0.7 -0.2 0.1 0.413
H -0.612870 -1.798635 -1.527809 2.0 0.2 1.9 0.323
H 1.223332 -1.639754 -1.288216 0.7 0.1 -0.6 0.375
H 1.161356 -0.116194 1.492155 -1.8 2.0 -1.3 0.351
H -1.093957 0.774993 -1.728396 -1.4 -0.5 -3.0 0.154
H 0.655037 -3.813461 0.346101 -0.1 1.1 0.1 0.212
```
Positions in Å, forces in eV/Å.

Results
Total energy (Eh): -3237.46820
Net charge: +1
HOMO (eV): -13.6
HOMO-LUMO gap (eV): 10.26
Spin multiplicity: 1
Molar mass (g/mol): 194.1

***

[2]
# C3H3N3O

C3H3N3O in the gas phase in a non-equilibrium geometry (the ωB97M-V functional and the def2-TZVPD basis, the OMol25 dataset).

```
10
Properties=species:S:1:pos:R:3:forces:R:3:mulliken_charge:R:1
C -1.165561 -0.270422 -0.006879 1.2 -0.8 -0.2 0.541
C 1.521268 -0.281577 0.095027 0.5 0.7 0.0 -0.292
C 0.873829 0.876221 -0.049413 0.6 -0.9 0.5 0.049
H -2.816368 0.617233 0.041966 0.5 -1.7 0.2 0.278
H 2.599211 -0.336695 0.257858 -0.5 0.0 -0.3 0.376
H 1.418709 1.794189 -0.131636 -0.4 0.7 0.0 0.375
N -2.405176 -0.368598 0.066259 -1.1 2.2 0.0 -0.566
N -0.392384 -1.479518 -0.114803 -1.8 -0.2 -0.1 -0.218
N 0.833111 -1.470135 -0.063693 1.2 -0.6 0.4 -0.238
O -0.466641 0.919300 -0.094686 -0.3 0.6 -0.4 -0.306
```
Positions in Å, forces in eV/Å.

Results
Total energy (Eh): -355.53584
HOMO (eV): -9.5
ΔE to the lowest compared entry with this formula, charge and spin (eV): 2.8311
HOMO-LUMO gap (eV): 9.06
Spin multiplicity: 1
Molar mass (g/mol): 97.1

***

[3]
# C3H3AgO3

C3H3AgO3 as an isolated structure in a non-equilibrium geometry (the ωB97M-V functional and the def2-TZVPD basis, the OMol25 dataset).

```
10
Properties=species:S:1:pos:R:3:forces:R:3:mulliken_spin:R:1
H -1.351862 -0.265947 0.492904 -1.0 3.4 1.3 0.005
O -0.073634 -0.176531 -1.946158 1.5 -1.4 -1.7 -0.016
C 0.442150 -0.963819 -1.142297 -5.7 3.5 4.0 0.130
O -0.250589 -1.742823 -0.364259 -0.3 -2.4 -1.8 -0.033
O 1.394680 -0.464271 -0.289025 2.0 5.3 2.1 -0.075
Ag 1.802776 -2.857788 0.386901 -0.1 -0.2 0.2 0.972
H 0.886171 0.476357 0.213089 2.1 -4.2 -2.5 0.014
C -0.909047 2.033513 0.932495 -0.6 -0.5 -0.2 0.007
C -1.551484 0.991627 0.903745 2.5 -3.0 -1.6 -0.004
H -0.389158 2.969685 0.812606 -0.4 -0.3 0.3 0.001
```
Positions in Å, forces in eV/Å.

Results
Total energy (Eh): -488.63491
Net charge: -1
HOMO (alpha / beta) (eV): -2.1 / -4.8
ΔE to the lowest compared entry with this formula, charge and spin (eV): 3.2530
HOMO-LUMO gap (alpha / beta) (eV): 5.78 / 8.20
Spin multiplicity: 2
Molar mass (g/mol): 194.9

***

[4]
# C52H45AsN6O6S8W

C52H45AsN6O6S8W as an isolated structure in a non-equilibrium geometry (the ωB97M-V functional and the def2-TZVPD basis, the OMol25 dataset).

```
119
Properties=species:S:1:pos:R:3:forces:R:3:mulliken_charge:R:1
W 2.022689 -1.421602 -0.647920 0.5 -0.8 0.6 1.346
C 0.927958 0.321183 -4.440253 0.7 1.5 0.4 -0.675
O 2.135269 -0.356584 -4.890324 -0.7 -0.1 0.6 -0.426
C 3.288383 0.056466 -4.315343 -0.7 0.1 -0.3 0.124
C 4.282143 0.517293 -5.132171 0.0 -0.4 0.5 -0.499
C 5.480343 0.918223 -4.552116 0.8 0.4 0.3 -0.614
C 5.671638 0.922088 -3.180391 -0.6 -0.3 1.0 -1.191
C 4.597631 0.470540 -2.299924 -0.6 -0.3 -1.2 -0.246
C 4.458684 0.617147 -0.881807 1.0 0.5 -0.1 -0.111
N 3.519063 0.142980 -0.133160 0.0 -0.2 0.3 0.598
N 3.649693 0.482981 1.231050 -0.4 -0.5 -0.2 -1.244
C 2.793379 -0.174249 1.938543 -0.6 -0.6 0.8 0.277
O 1.841691 -0.996731 1.450506 2.0 1.5 0.4 0.131
C 2.918572 -0.007221 3.485522 -1.0 1.7 -2.2 -0.151
C 2.962784 -1.091894 4.313376 0.2 -0.3 0.2 0.269
C 3.150877 -0.894705 5.666320 0.7 0.2 0.7 -1.152
C 3.262879 0.382302 6.143497 -0.1 2.0 1.8 -0.263
C 3.105690 1.522668 5.347176 -0.1 0.0 -0.2 -0.702
C 2.921123 1.326475 4.002509 0.3 -1.2 -0.7 -0.468
C 3.428055 -0.016887 -2.908896 0.8 0.2 -1.4 0.846
O 2.394147 -0.555460 -2.302670 0.8 -0.2 0.5 0.837
H 0.114707 -0.362716 -4.443491 -0.5 -0.8 -0.2 0.276
H 0.776409 1.131234 -5.154382 -0.3 0.0 0.0 0.469
H 0.950774 0.797724 -3.413333 0.5 -0.7 -1.2 0.016
H 4.110112 0.486259 -6.199693 0.1 0.2 0.0 0.537
H 6.254282 1.288343 -5.225039 0.0 -0.2 0.4 0.376
H 6.654083 1.203029 -2.757361 -0.8 0.0 -0.2 0.406
H 5.214491 1.242646 -0.415539 -0.1 0.0 0.4 0.475
H 2.942106 -2.089278 3.939863 -0.1 -0.5 -0.5 0.492
H 3.369229 -1.681420 6.375387 -0.3 -0.4 -0.2 0.418
H 3.435755 0.622886 7.211948 0.0 -0.7 -0.6 0.326
H 3.140954 2.559195 5.723685 0.0 -0.8 0.1 0.398
H 2.847953 2.169919 3.334975 -0.1 0.0 -0.3 0.505
S 2.135423 -3.459709 -6.191640 0.3 -1.2 2.0 -0.188
As 2.848496 -4.078772 -3.919148 -2.5 0.8 -1.4 0.350
S 1.174005 -3.090939 -2.621456 1.0 -0.3 -0.3 -0.062
S 3.644596 -2.819559 -0.228973 -1.1 1.0 -0.4 -0.483
S 1.510124 -5.373180 -5.373651 1.0 1.5 0.7 -0.279
N 0.607172 0.241056 -0.814603 -0.5 0.7 1.2 -0.715
S -0.257718 1.246791 -0.154003 -0.3 -1.5 -1.7 1.669
N -1.086488 0.832854 1.195852 0.1 0.1 0.4 -0.274
S -2.095553 -0.287079 1.390750 0.0 1.3 -0.4 1.595
N -2.227051 -1.384440 0.277463 0.7 0.0 1.1 0.364
S -1.055272 -2.546977 0.273503 -0.3 -1.5 -0.8 1.226
N 0.387392 -2.377282 0.168549 -0.4 0.1 -0.2 -0.378
C -1.460478 -3.521645 1.734025 0.5 0.1 0.1 0.802
C -0.473916 -3.667348 2.727086 -2.6 -0.6 -0.8 -0.857
C -0.886388 -4.424392 3.832403 1.3 0.7 -0.6 -0.457
C -2.118863 -5.021856 3.896403 -0.2 -0.3 1.3 -0.889
C -3.065899 -4.826226 2.915965 0.5 -0.5 0.1 -0.636
C -2.734983 -4.095535 1.818102 0.0 0.6 -1.6 -0.772
C -1.767134 -3.534771 -1.032374 -0.1 0.4 -0.1 0.347
C -1.074695 -4.687663 -1.357884 0.8 -0.1 0.6 -0.626
C -1.566733 -5.540782 -2.309679 -0.9 -0.1 -0.9 -0.644
C -2.787035 -5.234793 -2.950611 0.0 0.3 0.9 -0.737
C -3.483486 -4.082162 -2.616450 1.0 0.8 0.7 -0.718
C -2.924105 -3.183404 -1.691398 -0.5 -0.9 0.0 -0.157
C -1.888077 -0.772045 3.093865 0.8 0.1 -0.2 0.020
C -0.704751 -0.458757 3.767527 0.4 -0.2 -0.3 0.228
C -0.594919 -0.817687 5.107157 0.8 0.6 -0.4 -0.361
C -1.609463 -1.518835 5.714752 0.7 0.4 -0.2 -0.841
C -2.719421 -1.895414 4.999908 -0.4 -0.4 0.4 -1.040
C -2.890361 -1.508769 3.685445 -0.5 -0.2 0.1 -0.392
C -3.688536 0.481939 1.349619 1.3 1.3 0.5 -0.183
C -4.711346 -0.250772 0.893552 -2.2 -1.7 -0.7 0.919
C -5.974543 0.358254 0.701002 1.2 0.3 0.8 -1.044
C -6.074850 1.707934 1.008788 -1.6 0.0 0.4 -0.731
C -5.037106 2.420639 1.578121 0.3 0.8 -0.7 -0.739
C -3.808916 1.858724 1.672316 0.8 -1.6 0.7 -0.495
C 0.431516 2.707509 0.501335 0.2 0.1 0.3 0.832
C 1.599819 3.123386 -0.061563 1.7 1.1 -0.6 0.620
C 2.047459 4.432059 0.207539 -1.3 0.2 0.0 -1.101
C 1.247304 5.313410 0.948550 0.9 -1.2 0.5 -0.810
C 0.134820 4.811899 1.658566 0.5 0.3 -0.3 -0.722
C -0.233851 3.500192 1.429542 -1.2 0.3 0.3 -0.790
C -1.411438 1.867518 -1.477606 -0.4 -0.9 1.1 0.242
C -2.723419 1.390669 -1.679207 -0.3 0.8 0.0 0.332
C -3.447183 1.818464 -2.811255 1.5 -0.3 0.9 -1.224
C -2.810641 2.649815 -3.711770 -0.1 1.4 -1.0 -0.763
C -1.531559 3.116392 -3.495445 0.5 -0.7 1.3 -0.536
C -0.805211 2.709195 -2.363409 -0.7 0.2 -1.1 0.031
H 0.479377 -3.227873 2.555999 0.7 0.3 0.2 0.525
H -0.161780 -4.520123 4.611308 0.2 -0.3 0.6 0.541
H -2.354753 -5.626779 4.776596 0.0 0.2 -0.3 0.396
H -3.983843 -5.349557 2.942674 -0.9 -0.3 0.2 0.556
H -3.453301 -4.039496 0.968406 0.7 0.2 0.7 0.305
H -0.119902 -4.875272 -0.868772 -0.3 -0.1 -0.1 0.460
H -1.013699 -6.433160 -2.579381 -0.1 0.1 0.0 0.521
H -3.280732 -5.893401 -3.632182 0.2 -0.5 -0.4 0.443
H -4.444053 -3.800839 -3.004946 -0.2 -0.3 -0.5 0.497
H -3.454176 -2.301982 -1.403154 -0.2 0.4 -0.1 0.321
H 0.186600 -0.067268 3.267185 -0.7 0.2 0.0 -0.109
H 0.329204 -0.555822 5.638864 -0.5 -0.2 -0.2 0.256
H -1.458414 -1.776479 6.735879 -0.3 -0.4 0.7 0.485
H -3.404009 -2.534383 5.531447 -0.5 0.0 -0.3 0.423
H -3.770069 -1.811368 3.123554 0.1 0.1 0.1 0.534
H -4.544805 -1.333874 0.706685 -0.3 0.9 0.0 0.059
H -6.834368 -0.240841 0.486583 -0.3 -0.1 -0.5 0.518
H -7.028148 2.250428 0.967088 0.2 -0.6 -0.3 0.379
H -5.113689 3.470464 1.835465 -0.4 -0.1 0.0 0.464
H -3.010974 2.418373 2.124396 0.4 -0.1 -0.2 0.111
H 2.215418 2.550155 -0.766050 -0.6 0.0 0.2 0.001
H 2.914595 4.820058 -0.300563 0.1 -0.1 0.0 0.430
H 1.647399 6.308227 1.070712 -0.4 0.3 0.1 0.417
H -0.440896 5.432671 2.362944 0.4 -0.3 -0.5 0.443
H -1.122884 3.115137 1.921114 0.3 0.0 -0.1 0.134
H -3.271291 0.873078 -0.902103 0.3 -0.3 -0.3 0.182
H -4.448422 1.502151 -2.982749 -0.6 -0.2 0.1 0.565
H -3.293625 3.125819 -4.581747 -0.2 -0.8 0.4 0.341
H -1.008749 3.782111 -4.134556 0.1 0.5 -0.7 0.595
H 0.189211 3.075919 -2.255850 0.6 0.2 0.2 -0.382
C 3.108110 5.593437 -4.508893 -0.5 -0.2 -0.7 -1.323
S 2.028306 4.425072 -3.711619 0.7 -0.1 0.1 1.607
O 1.097807 3.983136 -4.736228 0.1 -0.6 -0.4 -0.807
O 1.331212 5.159297 -2.674612 -0.3 0.4 1.0 -0.718
O 2.950717 3.411496 -3.167947 -0.6 -0.1 -0.2 -0.479
H 2.694873 6.577190 -4.344713 -0.1 0.3 -0.1 0.375
H 3.114642 5.357213 -5.585621 0.3 0.1 0.5 0.320
H 4.068834 5.496346 -4.041321 0.5 0.1 0.0 0.299
```
Positions in Å, forces in eV/Å.

Results
Total energy (Eh): -8276.61693
HOMO (eV): -7.2
ΔE to the lowest compared entry with this formula, charge and spin (eV): 1.1990
HOMO-LUMO gap (eV): 6.15
Spin multiplicity: 1
Molar mass (g/mol): 1365.3